# 1
61
Properties=species:S:1:pos:R:3:forces:R:3 method="wB97M-V/def2-TZVPD" charge=-1 spin_multiplicity=3 lumo_energy_ev="0.91 / 0.14"
Mo 1.6458 3.4477 -2.7941 -1.6 -3.0 1.0
C 2.0029 -4.2151 -0.6438 -3.0 -1.7 -0.3
C 0.9945 -4.2063 0.6470 1.7 -3.3 -1.1
N 0.4723 -2.9698 0.9801 -2.2 1.5 1.7
C -0.7156 -2.4926 0.3072 -0.5 -0.8 -2.9
C -0.4963 -1.9877 -1.1231 0.9 3.2 -1.1
N -0.9998 -2.7468 -2.2698 -0.3 -0.9 -0.1
C -0.1837 -3.1370 -3.4642 1.9 2.5 1.6
C 1.1417 -4.0292 -3.1171 -2.3 0.7 0.7
N 1.0313 -4.6638 -1.7761 3.1 0.5 -1.5
H 2.7810 -5.0240 -0.4903 -0.8 1.0 -0.3
H 2.4930 -3.2654 -0.9505 -0.5 -0.4 0.7
H 1.4957 -4.5939 1.5466 0.5 0.3 -0.4
H 0.2200 -5.0753 0.5074 0.9 1.4 -0.4
H 0.1477 -3.0268 1.9591 0.7 0.2 -0.5
H -1.0946 -1.6887 0.8413 -0.6 1.5 1.3
H -1.5707 -3.1340 0.0559 0.0 -1.1 1.2
H 0.5953 -1.8918 -1.1552 -0.1 0.2 -0.7
H -0.9032 -0.8666 -1.2015 0.9 -2.4 0.2
H -1.9345 -2.4325 -2.5474 0.7 -0.2 0.1
H 0.1250 -2.2101 -4.0788 -0.2 -1.3 0.8
H -0.8001 -3.7133 -4.0877 -1.0 -0.8 -0.7
H 2.0297 -3.4356 -3.2259 0.5 0.3 0.1
H 1.0669 -4.7175 -3.9551 0.7 -0.6 0.1
H 0.0614 -4.6709 -1.6180 -1.1 0.2 1.4
Cl -0.2673 3.5629 8.4503 -0.1 -0.3 -0.6
C -0.5293 2.7982 6.8472 0.1 0.5 0.9
C -1.8312 2.2848 6.6836 1.7 0.4 -0.7
C -2.0912 1.6328 5.4936 0.3 0.3 0.2
C -1.1103 1.5721 4.5128 1.0 -0.1 -0.5
C 0.1688 2.1189 4.6955 0.1 0.5 1.7
Cl 1.4138 1.9514 3.4983 -0.3 -0.2 -0.2
C 0.6050 2.7389 5.9549 -1.2 -1.3 -0.1
S 2.2559 3.0478 6.4130 -1.1 0.2 -0.4
H -2.5909 2.3750 7.4417 0.1 0.1 0.2
H -3.0408 1.1646 5.3894 -0.6 -0.3 -0.4
H -1.2902 1.0015 3.5998 0.0 0.3 0.1
C 0.2429 1.3391 0.4722 0.8 1.3 -1.2
Ge -1.0787 2.5713 -0.2846 2.8 0.5 0.3
C -2.2434 1.3844 -1.2249 -1.5 -0.2 -0.6
C -1.7287 3.8245 1.0371 -0.2 -1.3 0.8
C -0.0005 3.9263 -1.5198 0.3 0.7 1.7
H 0.7202 0.7906 -0.3145 -0.1 -0.6 -1.0
H -0.1839 0.5712 1.1018 0.4 0.4 1.0
H 1.0962 2.0247 0.7174 -0.9 -1.0 1.2
H -1.6064 0.9375 -1.9799 -0.1 0.3 -0.6
H -3.1791 1.8325 -1.6536 0.9 -0.6 0.2
H -2.4778 0.4917 -0.6211 -0.3 0.7 0.2
H -2.5463 4.2611 0.5166 -0.6 1.3 -0.2
H -0.9660 4.4935 1.4880 -0.7 -0.4 -0.5
H -2.2287 3.2138 1.8119 0.5 0.3 0.1
H 0.2250 4.8783 -0.8193 -0.5 -2.1 -1.6
H -0.8672 4.1633 -2.1292 -0.2 0.6 -0.5
F 2.2694 0.1799 -2.7675 1.3 -0.4 0.5
C 1.8083 1.1999 -3.5187 -0.1 1.3 2.9
F 0.4455 1.1442 -3.0904 -0.4 0.5 -1.5
C 2.0548 0.7718 -4.9158 1.0 -1.4 -0.9
F 1.3362 -0.2809 -5.2529 -1.5 -0.5 -0.5
F 1.8759 1.7662 -5.7456 -0.8 1.0 -1.0
F 3.3169 0.3260 -5.1383 0.3 0.7 0.8
O 2.4175 4.6871 -3.4950 1.0 1.6 -0.8

---

# 2
57
Properties=species:S:1:pos:R:3:forces:R:3 method="wB97M-V/def2-TZVPD" charge=+1 lumo_energy_ev=-3.24
Ir -0.1075 -0.6537 0.1636 0.4 -1.1 -0.2
Cl -1.3396 -1.8407 -1.4933 0.0 0.6 -0.2
C -2.4501 -0.5992 -2.0996 0.0 0.2 0.3
C -3.2487 -0.9346 -3.1753 0.0 0.1 0.0
C -4.1375 0.0172 -3.6450 0.0 0.0 0.0
C -4.2046 1.2640 -3.0408 0.0 0.0 0.0
C -3.3870 1.5660 -1.9679 0.0 -0.1 0.0
Cl -3.4806 3.1329 -1.2480 0.0 0.0 0.0
C -2.4778 0.6350 -1.4497 0.1 -0.3 -0.2
S -1.4436 1.0968 -0.0992 -0.3 0.1 0.0
H -3.1729 -1.9124 -3.6296 0.0 0.0 0.0
H -4.7780 -0.2099 -4.4849 0.0 0.0 0.0
H -4.8883 2.0182 -3.4036 0.0 0.0 0.0
C -1.5391 -1.8983 4.8135 0.0 0.0 0.0
N -0.5895 -1.0056 4.1423 0.0 -0.1 0.1
C 0.2313 -0.1713 4.8273 0.0 0.1 -0.1
C 1.0729 0.6755 4.1982 0.0 -0.1 0.1
C 1.0763 0.6854 2.7735 -0.2 0.2 -0.1
N 0.3009 -0.1762 2.1040 0.2 -0.1 0.2
C -0.5642 -1.0330 2.7708 -0.1 0.0 -0.2
O -1.2854 -1.7872 2.1213 0.1 0.4 0.1
N 1.8140 1.5627 2.1031 -0.1 -0.1 0.0
H -1.3403 -1.8612 5.8806 0.0 0.0 0.0
H -1.4053 -2.9115 4.4447 0.0 0.0 0.0
H -2.5571 -1.5743 4.6094 0.0 0.0 0.0
H 0.1584 -0.2164 5.9046 0.0 0.0 0.0
H 1.7043 1.3485 4.7554 0.0 0.0 0.0
H 2.3513 2.2536 2.5971 0.0 0.0 0.0
H 1.7216 1.6504 1.1007 0.0 0.0 0.0
C 4.1212 -1.7367 -1.6276 -0.1 -0.1 0.1
Si 2.2556 -1.6401 -1.4747 0.1 0.2 -0.1
C 1.7426 -2.8422 -0.0908 0.0 0.2 0.0
C 1.5580 -2.0814 -3.1576 0.0 0.0 0.0
C 1.6676 0.0006 -0.7409 -0.2 -0.1 -0.1
Si 1.8119 1.5845 -1.7667 -0.1 -0.1 -0.2
C 3.6021 1.7530 -2.3133 -0.1 0.0 0.0
C 1.4410 3.1797 -0.8228 0.1 -0.1 0.0
C 0.7058 1.4960 -3.2767 0.0 0.0 0.1
H 4.4077 -2.7708 -1.8351 0.0 0.0 0.0
H 4.6299 -1.4315 -0.7116 0.0 0.0 0.0
H 4.4991 -1.1244 -2.4445 0.0 0.0 0.0
H 1.7893 -3.8870 -0.4027 -0.1 0.0 0.0
H 0.7180 -2.7280 0.3222 -0.1 -0.1 0.1
H 2.4211 -2.7158 0.7562 0.0 0.0 0.0
H 1.6822 -3.1500 -3.3468 0.0 0.0 0.0
H 2.1358 -1.5562 -3.9217 0.0 0.0 0.0
H 0.5129 -1.8293 -3.3170 0.0 0.0 0.0
H 2.3778 0.0759 0.0964 0.1 0.1 0.0
H 4.3016 1.6700 -1.4787 0.0 0.0 0.0
H 3.7427 2.7387 -2.7624 0.0 0.0 0.0
H 3.8890 1.0149 -3.0620 0.0 0.0 0.0
H 2.2525 3.4775 -0.1499 0.0 -0.1 0.0
H 0.5024 3.1852 -0.2723 -0.1 0.0 0.0
H 1.3754 3.9778 -1.5668 0.0 0.0 0.0
H 1.0485 0.7443 -3.9886 0.0 -0.1 0.0
H 0.7192 2.4598 -3.7899 0.0 0.0 0.0
H -0.3332 1.2724 -3.0221 0.0 0.0 0.0

---

# 3
60
Properties=species:S:1:pos:R:3:forces:R:3 method="wB97M-V/def2-TZVPD" charge=0 spin_multiplicity=2 lumo_energy_ev="-0.20 / -0.03"
C -0.6745 3.8065 -1.7838 0.5 1.6 0.8
C -0.8895 2.5293 -1.2025 -0.8 -2.0 -0.8
N 0.0211 2.0511 -0.2862 0.7 0.0 0.6
C 1.0444 2.8292 0.1228 -0.9 1.5 0.9
C 1.0630 4.1971 -0.1480 1.4 -0.9 0.3
C 0.2301 4.6683 -1.1698 -1.0 -0.5 -0.7
C -1.9469 1.6789 -1.6129 0.3 0.7 -0.7
P -2.1780 0.0591 -0.9270 0.4 0.8 0.6
Ti -0.0446 0.0210 0.6504 -1.5 -1.5 0.1
P 2.4268 0.5018 0.9591 -2.3 0.2 -0.3
C 1.9814 2.2795 1.1817 0.8 -0.5 0.3
C -0.0170 -2.2336 0.2265 -0.1 1.9 -0.7
C -1.1137 -2.9575 0.6915 0.3 -0.7 0.3
C -1.0103 -4.3415 0.8911 -0.1 0.1 0.0
C 0.1519 -5.0332 0.5310 0.0 0.4 0.0
C 1.1891 -4.3212 -0.0809 -0.1 0.2 -0.3
C 1.0719 -2.9345 -0.2930 0.0 -0.8 0.6
O -0.7124 0.8595 -5.5591 0.3 0.0 0.0
O 1.1100 -2.6267 -4.1492 -0.4 -0.1 0.2
H -1.3304 4.1409 -2.5942 0.3 -0.1 0.4
H 1.8102 4.8207 0.3676 -0.5 -0.2 -0.5
H 0.3005 5.7139 -1.4541 0.0 -0.1 -0.2
C -3.6403 0.3658 0.1551 0.1 -0.3 0.0
C -2.7742 -1.1601 -2.1699 0.1 -0.2 -0.1
H 2.9750 2.7544 1.1696 -0.5 0.6 0.1
H 1.5447 2.3524 2.2034 0.2 0.1 -0.6
H -1.2486 1.3060 -4.8890 0.4 -0.1 0.0
H -2.6750 2.1315 -2.3149 0.4 -0.4 0.5
C 2.8870 -0.1196 2.5450 1.0 -0.1 0.4
C 3.8238 0.4821 -0.1522 0.4 -0.1 0.2
H -2.0613 -2.4609 0.9250 0.3 -0.1 0.2
H -1.8304 -4.8679 1.3779 0.1 0.0 -0.3
H 0.2335 -6.1120 0.7010 0.0 0.5 0.0
H 2.0916 -4.8435 -0.4001 -0.2 0.1 0.0
H 1.8281 -2.3968 -0.8701 0.1 -0.2 0.3
H 0.5020 0.2019 -0.9270 2.1 -0.6 -2.0
H 0.2132 -2.7665 -3.8273 0.0 -0.6 0.2
H 1.0201 -1.7155 -4.4099 0.4 0.7 -0.4
H 0.2148 1.1065 -5.4078 -0.6 0.1 0.1
H 1.2979 0.0763 -0.6073 -1.6 -0.2 -1.3
H -4.4909 0.4980 -0.5386 0.1 0.0 0.6
H -3.8228 -0.4274 0.9061 0.0 0.4 -0.5
H -3.3906 1.3171 0.6584 -0.3 -0.5 -0.2
H -3.6602 -0.8057 -2.7227 0.4 0.1 0.2
H -1.9572 -1.3992 -2.8677 -0.3 0.2 0.1
H -3.0588 -2.1071 -1.6826 0.2 0.4 0.1
H 4.6028 0.9792 0.4433 0.3 -0.2 -0.6
H 4.0881 -0.5656 -0.3750 0.1 0.5 0.0
H 3.5997 1.0465 -1.0708 0.1 -0.2 0.4
H 3.9191 0.2287 2.6782 -0.1 -0.3 0.7
H 2.2068 0.2793 3.3098 0.3 -0.2 -0.2
H 2.8329 -1.2158 2.5178 0.1 0.3 0.2
F -0.6820 0.3279 5.8509 -0.2 0.6 -1.1
C -0.8278 0.8294 4.6084 -0.1 0.2 0.0
F -1.8360 1.7293 4.5614 1.0 -0.9 0.5
F 0.3323 1.4687 4.2425 -1.1 -0.7 0.7
S -1.1720 -0.4870 3.2937 0.8 1.5 -1.8
O 0.0323 -1.3226 3.1875 -1.7 1.0 0.5
O -2.4985 -1.0348 3.3747 1.3 0.3 0.6
O -1.1020 0.6186 2.1621 -0.4 -1.6 1.9

---

# 4
57
Properties=species:S:1:pos:R:3:forces:R:3 method="wB97M-V/def2-TZVPD" charge=-1 lumo_energy_ev=2.46
C -0.3920 -0.1984 -4.5514 -0.2 -0.4 -0.4
C -0.3963 -0.7366 -3.1567 -0.2 0.2 -0.2
C -1.3069 -1.8920 -2.8404 0.0 0.8 0.7
N 0.2832 -0.2469 -2.1985 0.7 -0.9 -0.2
N 1.3637 0.5792 -2.6804 0.4 0.7 0.2
C 1.1588 2.0414 -2.4984 -0.3 0.3 -0.2
C 0.0567 2.3746 -1.4977 0.1 0.4 0.2
C 0.1644 3.7639 -0.8974 -0.1 0.0 0.2
C 0.5970 4.8850 -1.6033 0.1 0.5 0.3
C 0.7015 6.1263 -0.9692 -0.1 -0.6 0.3
C 0.3692 6.2539 0.3751 0.0 0.1 0.1
C -0.0937 5.1552 1.0884 0.0 -0.4 -0.4
C -0.1942 3.9212 0.4492 0.2 0.3 -0.3
C 0.9482 2.6539 -3.9174 0.3 -0.2 -0.5
O 1.8362 2.3682 -4.7379 0.3 -0.1 0.0
O -0.0765 3.3289 -4.1072 -0.7 0.3 0.2
P 2.6918 0.0279 -1.7439 -0.6 -0.3 1.0
O 2.8463 -1.5284 -2.2646 0.3 0.3 -0.2
I 4.6823 1.1045 -2.7274 0.0 0.0 -0.4
H 0.5914 -0.2185 -5.0155 0.2 0.2 0.1
H -1.0779 -0.7838 -5.1633 0.0 -0.1 -0.1
H -0.7451 0.8311 -4.5761 0.2 0.2 0.1
H -2.2919 -1.4967 -2.5840 -0.2 -0.2 -0.3
H -0.9294 -2.3692 -1.9423 0.0 -0.3 0.0
H -1.3570 -2.5839 -3.6722 -0.1 -0.1 -0.1
H 2.0787 2.4936 -2.1165 0.2 -0.2 0.0
H -0.9103 2.2815 -1.9905 -0.1 -0.1 -0.1
H 0.0871 1.6918 -0.6511 0.0 -0.3 -0.1
H 0.8472 4.8143 -2.6494 -0.1 -0.1 -0.1
H 1.0569 6.9815 -1.5238 0.0 0.1 -0.1
H 0.4685 7.2031 0.8850 0.0 0.1 -0.1
H -0.3639 5.2332 2.1312 0.0 0.1 0.1
H -0.5523 3.0468 0.9770 0.0 0.0 0.2
H 3.4756 -1.5819 -2.9944 -0.1 -0.1 -0.2
C 1.7236 -2.2035 1.2366 -0.1 0.1 0.0
O 0.4864 -2.0361 1.9027 0.1 -0.4 0.1
C -0.6173 -2.3981 1.0946 0.0 0.3 0.1
C -1.7689 -2.8976 1.9364 -0.1 0.0 -0.1
O -1.5954 -4.2125 2.4540 0.0 0.0 0.0
C -0.6733 -4.3858 3.5164 0.1 -0.1 -0.1
C -1.1386 -3.8312 4.8454 0.2 0.2 0.1
O -0.9890 -2.4239 4.8949 -0.2 0.0 -0.2
C -1.8965 -1.8081 5.7757 0.1 0.0 0.0
H 1.8127 -1.5162 0.3910 0.0 -0.1 0.0
H 2.5128 -1.9892 1.9559 0.0 0.1 0.0
H 1.8416 -3.2358 0.8841 0.0 0.0 -0.1
H -0.3299 -3.1777 0.3788 0.0 0.0 0.0
H -0.9419 -1.5109 0.5351 -0.1 -0.1 -0.2
H -2.6425 -2.9668 1.2838 0.0 0.0 0.0
H -2.0120 -2.1893 2.7306 0.2 0.0 0.0
H 0.3135 -3.9996 3.2543 0.0 0.2 0.1
H -0.5811 -5.4688 3.6324 0.0 0.0 0.0
H -0.5314 -4.2711 5.6497 -0.1 -0.1 0.0
H -2.1881 -4.1108 5.0012 0.0 0.0 0.0
H -2.9319 -2.0548 5.5108 0.0 0.0 0.1
H -1.7638 -0.7315 5.6859 0.0 0.0 0.0
H -1.7065 -2.1056 6.8146 -0.1 0.0 0.0